No. 1
C4H4O4 as an isolated structure. Source: the OMol25 dataset; level of theory: wB97M-V/def2-TZVPD.

Structure (XYZ):
```
12
Properties=species:S:1:pos:R:3:forces:R:3
O 1.181796 -1.091696 -1.062061 1.8 0.8 -1.7
O -1.869033 0.747493 0.621769 0.0 -0.2 0.1
O 1.722705 1.367211 -1.365256 0.9 -0.5 0.5
O -1.344439 0.103018 -1.464287 0.1 0.0 0.4
C 1.476993 0.488284 -0.646967 -3.9 -3.3 -0.7
C 0.454663 -0.422779 1.553133 -0.1 0.2 -0.6
C -1.042220 0.236653 -0.304475 0.0 0.3 -0.6
C 0.314503 -0.090516 0.257766 1.0 3.1 2.8
H -2.739012 0.871285 0.211918 0.1 0.0 -0.1
H 1.417276 -0.680709 1.966776 0.1 0.3 0.1
H 0.830886 -1.109091 -1.972120 0.2 0.0 -0.1
H -0.404117 -0.419155 2.203804 -0.2 -0.6 -0.1
```
Positions in Å, forces in eV/Å.

Properties
orbital gap (spin up / spin down)	0.31162 / 0.31159	hartree
total charge	0
electronic energy	-455.66966	Ha
E_LUMO (spin up / spin down)	-0.01920 / -0.01922	hartree
ΔE to the lowest compared entry with this formula, charge and spin	90.0	kcal per mole



No. 2
A 7-piece molecular cluster, C23H61O22P5 overall. Source: the OMol25 dataset; level of theory: wB97M-V/def2-TZVPD.

Structure (XYZ):
```
111
Properties=species:S:1:pos:R:3:forces:R:3
P 30.110860 -14.396620 -22.255720 0.8 -0.1 3.4
P 25.676000 -14.112540 -25.645560 -1.0 0.1 -1.5
P 31.371690 -20.837670 -23.370160 -2.3 -0.2 -0.2
P 30.568150 -10.348550 -28.974070 0.1 2.6 1.2
P 25.002170 -15.844940 -32.479460 -3.0 0.8 0.3
O 29.808860 -11.047410 -27.708250 1.9 0.5 -2.3
O 29.968840 -20.292600 -23.537690 2.6 -0.9 0.1
O 31.591460 -11.477800 -29.336460 0.5 -0.3 -0.5
O 29.760000 -13.675320 -20.771360 -0.7 -1.4 -2.4
O 29.462630 -10.419850 -30.177080 0.9 -0.1 2.5
O 24.433080 -14.476680 -33.260260 1.7 -2.7 -0.2
O 35.044250 -18.067790 -31.838590 1.0 -2.1 -0.3
O 31.724750 -14.260520 -22.250120 0.8 -0.8 0.4
O 24.405360 -17.062890 -33.376050 1.0 1.7 2.8
O 26.251250 -15.600390 -25.658050 -2.6 3.5 -2.7
O 31.589450 -22.419190 -23.544250 -0.3 1.4 0.9
O 25.553270 -13.901080 -27.251810 0.6 0.1 1.0
O 32.040910 -20.438530 -21.961250 -0.2 -1.2 -2.5
O 31.237800 -9.025120 -28.664700 -1.8 -3.0 -1.0
O 32.368790 -20.380280 -24.518610 0.8 -0.3 -0.3
O 26.468070 -13.075200 -24.978050 0.1 -0.2 0.1
O 31.341060 -16.752200 -27.688460 -1.2 -0.2 -0.1
O 26.553320 -15.907930 -32.679030 0.0 -0.6 -1.3
O 24.672860 -15.834000 -31.040440 -0.2 -0.3 -1.0
O 29.603610 -13.345950 -23.363090 0.8 -1.0 1.2
O 29.690710 -15.823850 -22.279910 0.0 1.7 -0.5
O 24.149440 -14.239200 -25.184370 1.6 -1.0 -0.5
C 29.089190 -10.219870 -26.838160 -1.8 -0.5 1.0
C 27.364090 -15.116340 -31.863030 0.4 1.3 0.7
C 33.800970 -17.562690 -31.470950 0.1 1.8 0.0
C 29.758350 -10.039770 -31.499560 -0.2 0.4 -0.8
C 25.997540 -12.679920 -27.868400 -1.0 0.2 -0.1
C 30.032250 -13.540150 -24.699750 -0.4 0.3 -1.2
C 24.634180 -16.975850 -34.746590 0.2 -1.2 -1.6
C 31.187000 -12.712460 -29.850470 0.3 -1.5 -0.9
C 34.061630 -16.054740 -31.040270 -0.7 -1.0 0.0
C 23.193430 -13.929560 -32.844540 0.1 1.0 1.0
C 31.776350 -19.145330 -21.472570 -0.5 0.6 2.6
C 30.133080 -16.690980 -26.850570 0.3 1.9 0.5
C 23.325640 -13.068030 -25.045710 0.8 -0.4 0.5
C 29.864520 -12.286450 -20.585580 2.1 1.4 -0.3
C 35.538740 -16.042200 -31.171150 3.0 2.2 0.5
C 26.559040 -16.361170 -24.585920 2.0 -1.8 0.9
C 35.994000 -17.050440 -32.196590 -2.0 0.0 0.2
C 30.829720 -16.962570 -29.057250 -0.2 -0.5 0.2
C 31.079570 -23.081060 -24.715200 -0.1 0.0 -0.2
C 32.859550 -19.065200 -24.570350 -0.4 0.7 0.4
C 29.028160 -16.252060 -27.759950 -0.4 -0.9 -0.3
C 32.598700 -15.056920 -21.279710 -0.8 1.2 -0.2
C 29.386920 -17.172960 -28.894670 -2.6 0.1 -1.2
H 35.805330 -16.814600 -33.243910 -0.1 0.6 -0.1
H 31.704290 -12.985830 -30.770140 0.5 0.7 -0.2
H 28.983750 -11.658490 -20.719740 -0.2 -0.6 0.1
H 24.896600 -17.987540 -35.056000 -0.1 -0.1 -0.2
H 25.498660 -16.368790 -35.015370 -0.3 0.4 0.0
H 30.600840 -22.414930 -25.432970 0.0 0.3 0.2
H 33.553830 -15.269240 -31.599930 0.0 -0.3 -0.4
H 36.030170 -16.272390 -30.225830 -0.2 -0.7 0.2
H 25.114260 -12.121040 -28.177550 -0.2 -0.1 -0.2
H 28.004540 -16.317580 -27.391140 0.1 -0.5 0.3
H 28.037720 -15.705940 -31.241190 0.2 -0.3 -0.6
H 31.505600 -13.525770 -29.198470 -0.3 0.1 0.6
H 29.101480 -15.219100 -28.100100 0.5 0.2 0.4
H 33.113870 -17.629180 -32.314500 -0.3 -0.1 0.1
H 23.129260 -13.106400 -23.974240 -0.8 0.6 -0.3
H 30.324610 -23.799800 -24.396560 0.3 -0.1 0.0
H 27.592050 -16.053450 -24.423800 0.2 -0.6 1.3
H 30.940260 -16.011430 -29.578030 0.8 0.3 0.0
H 36.012600 -15.071410 -31.316460 -0.5 0.4 -0.5
H 23.434830 -13.599050 -31.834300 -0.9 0.3 0.1
H 37.042520 -17.345530 -32.156330 -0.3 -0.5 0.6
H 30.461340 -12.631110 -25.121210 0.2 0.1 0.5
H 26.553580 -17.341230 -25.062950 0.1 -0.6 1.0
H 32.687020 -18.553310 -21.381520 0.1 -0.1 -0.4
H 32.530670 -16.137410 -21.406240 -0.4 0.3 -0.2
H 23.918110 -12.179950 -25.265650 -0.2 0.1 -0.1
H 32.371220 -14.749200 -20.259090 -0.7 -0.3 -0.1
H 30.943620 -18.544370 -21.837980 0.1 -0.4 -1.0
H 31.268730 -17.806390 -29.589540 1.1 0.3 0.4
H 29.147330 -13.713430 -25.312130 -0.2 -0.3 0.1
H 30.040850 -8.992000 -31.601900 -0.1 0.1 0.3
H 22.965380 -13.076060 -33.483000 0.3 0.0 0.0
H 30.149740 -17.696280 -26.429630 -0.4 -0.9 -0.1
H 28.834950 -16.862990 -29.782000 0.2 -0.2 -0.2
H 25.940370 -16.330890 -23.689020 -0.1 0.3 -0.2
H 29.087670 -18.207830 -28.728570 0.3 -0.1 0.3
H 33.450750 -18.899030 -25.470890 -0.3 -0.2 -0.1
H 26.533290 -12.937370 -28.782060 0.3 0.1 0.3
H 29.027520 -10.780220 -25.905260 0.1 0.3 0.2
H 30.144480 -12.816480 -30.151200 -0.3 0.4 0.6
H 31.927770 -23.542140 -25.221240 -0.1 -0.2 0.2
H 33.495790 -18.820970 -23.719670 0.1 -0.2 0.1
H 23.700820 -16.719890 -35.248030 0.3 0.4 -0.1
H 33.440100 -18.090330 -30.588080 -0.1 -0.4 -0.2
H 30.425560 -12.036110 -19.685210 -1.0 -0.6 1.0
H 31.977350 -18.427850 -24.510230 0.1 0.6 -0.3
H 28.808260 -10.216880 -32.003600 0.3 0.1 -0.4
H 30.560360 -10.628910 -31.944300 0.0 -0.2 0.1
H 33.638590 -14.737100 -21.346380 -0.2 0.2 -1.0
H 22.486060 -13.191470 -25.729800 -0.1 0.2 0.4
H 30.760450 -14.340130 -24.833400 0.0 -0.1 0.3
H 31.443810 -19.370030 -20.459140 0.2 0.4 0.3
H 28.074670 -10.255830 -27.235090 -0.2 0.8 0.2
H 29.448670 -9.207320 -26.654760 0.3 -0.2 -0.4
H 30.672700 -11.874190 -21.189720 -0.3 0.0 -1.2
H 22.303230 -14.558560 -32.846310 0.4 -0.6 -0.1
H 27.885020 -14.408230 -32.507470 0.3 -0.1 0.2
H 26.794610 -14.554550 -31.122630 -0.3 0.1 -0.2
H 30.189820 -16.068020 -25.957930 1.1 0.2 0.1
H 33.774480 -15.925160 -29.996790 0.0 0.1 0.1
H 26.500590 -11.990210 -27.190650 0.5 -0.5 0.0
```
Positions in Å, forces in eV/Å.

Properties
spin multiplicity	2
orbital gap (spin up / spin down)	0.34719 / 0.11881	hartree
total charge	+1
electronic energy	-4274.92967	Ha
<S²>	0.7544
E_LUMO (spin up / spin down)	-0.09435 / -0.32257	hartree



No. 3
C2H6S2 in the gas phase. Source: the OMol25 dataset; level of theory: wB97M-V/def2-TZVPD.

Structure (XYZ):
```
10
Properties=species:S:1:pos:R:3:forces:R:3
S -1.346053 2.108251 1.384750 1.8 0.5 0.7
S 0.298067 0.700713 1.163588 -1.1 0.1 0.6
C -0.410344 -0.278922 -0.204765 2.8 -0.5 -0.2
C 0.784216 -1.107488 -0.804844 -3.0 -1.5 2.2
H 0.860418 -1.939705 -0.085276 0.6 0.2 -0.2
H 1.658807 -0.588221 -0.859844 2.4 1.6 0.1
H -1.245243 -0.900431 -0.038933 -0.9 -0.7 0.9
H -0.709384 0.488463 -0.808220 -0.9 1.8 -2.2
H 0.647607 -1.599361 -1.734605 -0.8 -0.1 -1.1
H -0.538090 3.116701 1.988149 -1.0 -1.3 -0.9
```
Positions in Å, forces in eV/Å.

Properties
SMILES string	CCSS
orbital gap	0.31822	hartree
total charge	0
electronic energy	-876.13937	Ha
E_LUMO	0.01106	hartree
ΔE to the lowest compared entry with this formula, charge and spin	19.5	kcal per mole



The highest electronic energy belongs to which entry? C4H4O4



The lowest electronic energy belongs to which entry? C23H61O22P5